[1]
This record from the Open Molecules 2025 dataset describes a 13-piece molecular cluster, C77H176N8O13 overall. The level of theory is ωB97M-V/def2-TZVPD.

XYZ file:
```
274
Properties=species:S:1:pos:R:3
C 4.616 0.298 3.511
C 3.649 -0.296 4.574
C 3.541 -1.805 4.355
C 2.963 -2.579 5.510
C 3.704 -2.186 6.774
C 3.729 -0.668 7.074
N 4.286 0.020 5.908
O 4.108 1.475 6.090
C 2.374 -0.233 7.635
C 4.812 -0.505 8.221
C 2.204 0.261 4.385
H 4.148 0.244 2.539
H 5.515 -0.261 3.383
H 4.857 1.301 3.769
H 2.921 -1.957 3.458
H 4.529 -2.216 4.112
H 2.937 -3.668 5.437
H 1.933 -2.206 5.632
H 4.686 -2.614 6.733
H 3.184 -2.522 7.691
H 1.542 -0.498 6.976
H 2.225 -0.731 8.620
H 2.388 0.848 7.822
H 5.701 -1.078 8.017
H 5.126 0.558 8.332
H 4.338 -0.854 9.129
H 2.039 1.215 4.840
H 1.433 -0.422 4.738
H 2.090 0.394 3.303
H 5.052 1.745 6.131
C -1.485 -3.891 2.006
C -0.288 -4.570 2.616
C -0.648 -5.062 4.048
C 0.501 -5.925 4.632
C 0.699 -7.109 3.697
C 1.140 -6.653 2.319
N 0.120 -5.701 1.801
O 0.546 -5.234 0.547
C 2.556 -6.103 2.353
C 1.121 -7.877 1.389
C 0.826 -3.536 2.678
H -1.143 -3.376 1.065
H -1.783 -3.123 2.668
H -2.365 -4.534 1.817
H -0.727 -4.131 4.637
H -1.629 -5.532 4.053
H 0.338 -6.173 5.708
H 1.415 -5.297 4.678
H -0.252 -7.568 3.662
H 1.398 -7.777 4.136
H 2.745 -5.397 3.166
H 3.193 -7.021 2.413
H 2.720 -5.529 1.408
H 0.238 -8.445 1.485
H 1.323 -7.619 0.360
H 1.924 -8.515 1.704
H 1.334 -3.548 1.719
H 1.436 -3.662 3.554
H 0.368 -2.534 2.778
H -0.005 -5.677 -0.115
C -3.721 3.299 -0.247
C -4.126 3.837 -1.694
C -5.401 4.696 -1.610
C -5.078 6.025 -0.985
C -4.107 6.812 -1.830
C -2.818 6.039 -1.803
N -3.145 4.722 -2.357
O -1.941 3.906 -2.306
C -1.883 6.666 -2.823
C -2.112 6.148 -0.430
C -4.363 2.623 -2.658
H -2.699 2.976 -0.246
H -4.307 2.396 -0.156
H -3.844 4.056 0.548
H -5.802 4.803 -2.657
H -6.126 4.177 -0.974
H -4.699 5.894 0.043
H -6.092 6.479 -0.971
H -4.009 7.826 -1.442
H -4.422 6.924 -2.846
H -1.758 7.735 -2.647
H -0.900 6.187 -2.728
H -2.301 6.496 -3.836
H -2.037 7.224 -0.368
H -2.744 5.921 0.426
H -1.176 5.553 -0.322
H -4.597 3.062 -3.611
H -5.227 2.063 -2.323
H -3.454 2.026 -2.675
H -1.678 3.770 -3.250
C 1.165 3.171 -8.251
C 0.235 2.098 -7.761
C 0.564 0.749 -8.477
C -0.018 -0.505 -7.770
C 0.419 -0.496 -6.345
C 0.042 0.798 -5.608
N 0.628 1.892 -6.351
O 0.245 3.068 -5.670
C -1.550 0.708 -5.440
C 0.671 0.766 -4.245
C -1.201 2.539 -8.106
H 0.822 4.166 -7.932
H 1.203 3.072 -9.335
H 2.140 3.068 -7.827
H 0.211 0.879 -9.515
H 1.662 0.622 -8.547
H 0.202 -1.361 -8.404
H -1.116 -0.565 -7.826
H 1.500 -0.539 -6.291
H -0.008 -1.305 -5.769
H -2.132 0.476 -6.360
H -1.610 -0.224 -4.900
H -1.869 1.558 -4.822
H 0.299 -0.070 -3.661
H 1.732 0.575 -4.301
H 0.508 1.689 -3.730
H -1.030 3.020 -9.083
H -1.517 3.360 -7.455
H -1.907 1.748 -8.116
H 1.031 3.641 -5.480
C -4.274 -1.796 3.418
C -4.028 -0.373 3.859
C -5.103 0.177 4.783
C -5.041 -0.427 6.161
C -3.675 -0.140 6.803
C -2.513 -0.600 5.930
N -2.762 -0.066 4.557
O -1.727 -0.475 3.715
C -1.258 0.137 6.477
C -2.406 -2.131 6.053
C -4.009 0.537 2.624
H -3.588 -2.026 2.622
H -5.233 -1.846 2.882
H -4.099 -2.489 4.249
H -4.996 1.258 4.854
H -6.089 -0.043 4.246
H -5.357 -1.478 6.172
H -5.800 0.015 6.758
H -3.554 -0.665 7.753
H -3.629 0.903 7.059
H -1.473 1.191 6.543
H -0.949 -0.323 7.416
H -0.394 0.022 5.815
H -1.840 -2.471 5.199
H -1.749 -2.300 6.907
H -3.348 -2.592 6.245
H -3.772 1.555 2.840
H -4.985 0.424 2.173
H -3.275 0.219 1.840
H -1.191 0.328 3.464
C -3.621 -1.341 -2.562
C -4.318 -2.195 -1.505
C -5.226 -1.295 -0.653
C -6.433 -0.753 -1.298
C -7.164 -1.955 -1.850
C -6.385 -2.804 -2.739
N -5.171 -3.264 -2.042
O -4.454 -3.901 -3.010
C -7.112 -4.093 -3.036
C -6.107 -2.075 -4.078
C -3.263 -2.815 -0.583
H -4.249 -0.659 -3.127
H -2.976 -1.954 -3.177
H -2.904 -0.653 -2.064
H -5.575 -1.734 0.306
H -4.632 -0.433 -0.305
H -6.250 0.016 -2.059
H -7.115 -0.237 -0.577
H -8.029 -1.585 -2.475
H -7.673 -2.475 -1.046
H -6.955 -4.864 -2.250
H -8.165 -3.881 -3.056
H -6.857 -4.500 -4.042
H -5.179 -2.272 -4.516
H -6.832 -2.449 -4.806
H -6.315 -0.981 -4.043
H -2.660 -1.954 -0.283
H -2.629 -3.629 -0.945
H -3.776 -3.294 0.256
H -4.401 -4.819 -2.683
C 0.443 3.944 2.638
C -0.437 3.054 3.494
C -1.803 3.498 3.859
O -0.704 1.836 2.769
H 0.600 4.880 3.244
H -0.182 4.209 1.753
H 1.421 3.449 2.400
H 0.158 2.740 4.408
H -2.277 2.672 4.421
H -2.258 3.605 2.846
H -1.760 4.444 4.396
H 0.037 1.509 2.260
C 6.365 1.872 -2.414
C 5.381 0.709 -2.656
C 5.591 -0.309 -1.576
O 3.980 1.129 -2.744
H 6.203 2.351 -1.481
H 6.247 2.673 -3.166
H 7.357 1.409 -2.541
H 5.582 0.358 -3.641
H 6.621 -0.553 -1.347
H 5.070 -1.226 -1.925
H 5.154 0.015 -0.631
H 3.715 1.500 -1.877
C 3.444 5.197 0.647
C 4.010 3.899 -0.011
C 4.801 3.092 1.078
O 2.998 3.027 -0.415
H 2.683 4.907 1.398
H 3.069 5.800 -0.180
H 4.248 5.747 1.117
H 4.743 4.147 -0.778
H 4.069 2.576 1.631
H 5.275 3.796 1.746
H 5.581 2.473 0.620
H 2.441 3.513 -1.133
C 0.084 -0.839 0.183
C 0.612 0.588 -0.197
C -0.541 1.494 -0.581
O 1.402 1.083 0.900
H 0.913 -1.517 0.436
H -0.551 -1.269 -0.625
H -0.541 -0.769 1.096
H 1.343 0.464 -0.986
H -0.875 1.093 -1.513
H -0.255 2.553 -0.610
H -1.370 1.196 0.118
H 1.962 1.820 0.573
C 7.123 -4.374 1.121
C 5.742 -4.094 0.637
C 5.312 -2.733 1.198
O 5.725 -4.140 -0.736
H 7.882 -3.635 0.881
H 7.387 -5.342 0.712
H 7.141 -4.434 2.210
H 5.050 -4.822 1.067
H 5.151 -2.818 2.275
H 4.379 -2.299 0.779
H 6.104 -2.018 1.121
H 4.810 -4.205 -1.073
C 2.454 6.464 -3.153
C 1.749 5.066 -3.175
C 2.755 4.052 -3.655
O 3.138 4.237 -4.950
C 3.938 3.203 -5.473
N 1.204 4.664 -1.855
H 3.032 6.498 -2.254
H 1.733 7.294 -3.184
H 3.120 6.618 -3.989
H 0.900 5.136 -3.896
H 2.362 3.051 -3.533
H 3.638 4.070 -2.984
H 4.183 3.610 -6.467
H 3.363 2.265 -5.621
H 4.804 3.034 -4.829
H 0.906 5.460 -1.349
H 0.331 4.137 -2.004
C 3.082 -2.654 -3.631
C 2.265 -2.963 -2.406
C 0.801 -2.992 -2.609
O 0.357 -3.910 -3.598
C -1.040 -3.742 -3.861
N 2.784 -4.249 -1.872
H 3.051 -3.526 -4.320
H 4.108 -2.557 -3.325
H 2.819 -1.704 -4.110
H 2.378 -2.126 -1.721
H 0.370 -2.028 -2.896
H 0.321 -3.196 -1.630
H -1.429 -4.598 -4.408
H -1.165 -2.805 -4.388
H -1.604 -3.732 -2.887
H 2.204 -4.685 -1.151
H 2.773 -4.870 -2.698
```

- Charge: 0
- E_tot: -4455.26797 Eh


[2]
This record from the Open Molecules 2025 dataset describes a 2-piece molecular cluster, C5H5NO2S overall. The level of theory is ωB97M-V/def2-TZVPD.

XYZ file:
```
14
Properties=species:S:1:pos:R:3
C 0.546 -1.517 0.084
C -3.087 1.039 -1.437
C 0.785 -0.131 0.445
C -0.386 0.596 -0.173
C -0.334 -1.625 -1.087
N -0.999 -0.382 -1.166
O 1.053 -2.502 0.531
O -3.144 1.204 -2.571
S -0.105 -0.564 -2.585
H 0.753 -0.042 1.467
H 1.638 0.202 -0.010
H -1.262 0.818 0.503
H 0.020 1.569 -0.727
H -0.860 -2.524 -1.250
```

- Charge: 0
- 2S+1: 3
- <S²>: 2.01
- E_tot: -796.74745 Eh